No. 1
{
  "formula": "C4H6N2S",
  "method": "ωB97M-V/def2-TZVPD",
  "e_homo_ev": -8.72,
  "relative_energy_kcal_mol": 46.6,
  "orbital_gap_ev": 9.42,
  "smiles": "SN1C=N[C@H]2C[C@H]21",
  "symbols": ["S", "N", "C", "N", "C", "C", "C", "H", "H", "H", "H", "H", "H"],
  "xyz": [[1.61826, 0.66149, 1.88976], [0.52166, -0.08243, 0.84386], [-0.75794, -0.50201, 1.19842], [-1.53493, -0.83305, 0.24011], [-0.80188, -0.53941, -0.97635], [-0.44866, 0.89703, -1.24141], [0.56522, -0.01036, -0.60157], [2.45481, -0.37240, 2.12886], [-0.97516, -0.55384, 2.26389], [-0.99988, -1.21518, -1.79545], [-0.22706, 1.15308, -2.28092], [-0.92621, 1.68345, -0.61234], [1.51179, -0.28637, -1.05687]],
  "forces_ev_per_angstrom": [[-0.144, -0.061, -0.129], [-0.010, 0.077, -0.009], [0.178, -0.121, 0.117], [0.431, 0.299, 0.359], [-0.330, -0.223, -0.142], [-0.039, 0.678, 0.123], [0.136, -0.147, 0.329], [-0.133, -0.005, -0.081], [-0.177, -0.009, -0.239], [0.108, 0.077, -0.085], [-0.236, 0.011, 0.407], [0.435, -0.708, -0.620], [-0.218, 0.131, -0.028]]
}


No. 2
{
  "formula": "C4H12",
  "method": "ωB97M-V/def2-TZVPD",
  "e_homo_ev": [-16.40, -15.13],
  "relative_energy_kcal_mol": 12.5,
  "s2": 0.753,
  "orbital_gap_ev": [13.45, 3.77],
  "charge": 1,
  "spin_multiplicity": 2,
  "symbols": ["C", "C", "H", "H", "H", "H", "H", "H", "C", "C", "H", "H", "H", "H", "H", "H"],
  "xyz": [[1.17059, 0.85390, 1.24054], [2.09069, 0.88258, 0.06099], [1.76461, 1.05858, 2.16533], [0.57563, -0.04441, 1.21200], [0.58581, 1.79878, 1.31498], [1.55254, 0.50115, -0.82881], [2.41709, 1.89772, -0.13649], [3.03550, 0.31686, 0.15053], [-2.19255, -0.51759, -0.35868], [-1.11533, -1.36675, -0.90258], [-2.59085, 0.16814, -1.11763], [-1.85933, 0.08524, 0.51288], [-3.08627, -1.06858, 0.02138], [-0.67371, -1.99920, -0.13206], [-1.47030, -1.74907, -1.88544], [-0.20413, -0.81736, -1.31695]],
  "forces_ev_per_angstrom": [[0.668, 0.854, -0.343], [0.063, 0.785, 0.207], [-0.181, -0.641, -0.033], [-0.210, -0.107, 0.797], [-0.376, -0.460, -0.232], [0.138, -0.352, -0.196], [0.067, 0.189, -0.101], [-0.388, -0.408, -0.121], [-0.049, 0.728, -0.570], [-0.423, 0.716, 0.276], [-0.040, -0.310, -0.019], [0.039, -0.428, 0.269], [0.227, 0.099, 0.180], [0.057, -0.349, -0.249], [0.357, -0.290, 0.177], [0.052, -0.028, -0.040]]
}


No. 3
{
  "formula": "C3H9O2",
  "method": "ωB97M-V/def2-TZVPD",
  "e_homo_ev": -3.43,
  "relative_energy_kcal_mol": 10.3,
  "orbital_gap_ev": 7.58,
  "charge": -1,
  "symbols": ["C", "O", "C", "C", "H", "H", "H", "H", "H", "H", "H", "H", "H", "O"],
  "xyz": [[-0.40198, -0.85028, 0.02404], [0.66366, -0.88071, -0.85739], [-1.45649, 0.24565, -0.32962], [-1.67085, 1.24355, 0.83243], [0.03767, -0.67299, 1.02284], [-0.96589, -1.79832, -0.00915], [-2.41272, -0.26940, -0.41749], [-1.02574, 0.69922, -1.21541], [-2.39697, 1.98060, 0.47688], [-0.76276, 1.74143, 1.18666], [-2.04025, 0.80977, 1.77023], [1.64704, -0.57328, -0.37668], [2.32187, 0.91522, -0.15314], [2.58425, 0.08196, 0.20629]],
  "forces_ev_per_angstrom": [[0.580, 0.175, -0.241], [-0.596, -0.587, -0.877], [0.812, -0.537, 2.132], [0.135, 0.280, -0.291], [-0.556, -0.111, 0.171], [0.242, -0.245, 0.346], [-0.155, 0.221, -0.874], [-0.584, 0.264, -0.288], [0.035, 0.280, 0.392], [0.130, 0.110, -0.573], [-0.310, -0.403, -0.420], [-0.028, 0.578, 0.493], [-0.078, 0.967, -0.265], [0.371, -0.990, 0.297]]
}


No. 4
{
  "formula": "C18H21N3O4",
  "method": "ωB97M-V/def2-TZVPD",
  "e_homo_ev": -9.01,
  "relative_energy_kcal_mol": 56.2,
  "orbital_gap_ev": 9.58,
  "smiles": "Cc1cccc(C)c1OCc1cc(C(=O)N2CCC[C@H]2C(N)=O)no1",
  "symbols": ["C", "C", "C", "C", "C", "C", "C", "C", "O", "C", "C", "C", "C", "C", "O", "N", "C", "C", "C", "C", "C", "N", "O", "N", "O", "H", "H", "H", "H", "H", "H", "H", "H", "H", "H", "H", "H", "H", "H", "H", "H", "H", "H", "H", "H", "H"],
  "xyz": [[1.64847, 0.17882, -2.21210], [2.72172, 0.68583, -1.29519], [2.91275, 2.05252, -1.14108], [3.90701, 2.54077, -0.31587], [4.74384, 1.66264, 0.34673], [4.58382, 0.29039, 0.21693], [5.52079, -0.64684, 0.92012], [3.55123, -0.18940, -0.59222], [3.36408, -1.56440, -0.73907], [2.69217, -2.18198, 0.34213], [1.28812, -1.68873, 0.47937], [0.09979, -2.11715, -0.03743], [-0.83657, -1.15266, 0.42120], [-2.28197, -1.20581, 0.11539], [-2.72851, -2.16535, -0.51567], [-3.06206, -0.20172, 0.53196], [-2.65505, 0.97171, 1.28231], [-3.93481, 1.79461, 1.41244], [-5.03242, 0.73418, 1.40121], [-4.51142, -0.25864, 0.36870], [-4.92427, 0.15398, -1.06571], [-4.58071, -0.76042, -1.98366], [-5.51328, 1.18271, -1.31148], [-0.22805, -0.24184, 1.14644], [1.07696, -0.56529, 1.18721], [1.72159, 0.67263, -3.17937], [0.66175, 0.39743, -1.80204], [1.74128, -0.89405, -2.35742], [2.26870, 2.73426, -1.67714], [4.03957, 3.60601, -0.19967], [5.53855, 2.04079, 0.97325], [5.55152, -1.60903, 0.41397], [6.52421, -0.22702, 0.93788], [5.20817, -0.80222, 1.95392], [3.22066, -2.00478, 1.28760], [2.68772, -3.24950, 0.11151], [-0.10723, -2.97025, -0.64614], [-1.85645, 1.50313, 0.76285], [-2.27068, 0.66739, 2.26068], [-3.94061, 2.40214, 2.31414], [-4.05843, 2.44351, 0.54609], [-5.99383, 1.14212, 1.09816], [-5.12693, 0.25736, 2.37705], [-4.85186, -1.28676, 0.53271], [-4.76760, -0.57326, -2.95535], [-4.01176, -1.55784, -1.71533]],
  "forces_ev_per_angstrom": [[0.003, -0.067, 0.000], [0.051, -0.226, -0.020], [0.056, -0.073, 0.056], [-0.002, 0.092, 0.000], [-0.068, -0.041, -0.019], [-0.037, -0.189, -0.078], [-0.052, -0.029, -0.011], [-0.001, 0.275, 0.009], [0.279, 0.336, -0.176], [-0.133, 0.091, 0.237], [-0.674, -0.585, -0.496], [0.494, 0.333, 0.405], [1.074, -0.252, 0.053], [-0.492, 0.203, 0.022], [0.310, -0.235, 0.110], [-0.050, -0.191, -0.166], [0.305, 0.653, 0.438], [0.002, -0.111, -0.019], [0.012, 0.045, -0.170], [-0.569, -0.098, -0.082], [0.113, -0.335, 0.357], [0.099, -0.356, -0.535], [-0.213, 0.422, -0.025], [-0.822, 0.331, 0.069], [0.463, -0.235, 0.003], [-0.032, 0.020, -0.072], [-0.077, -0.041, -0.006], [-0.087, 0.021, -0.060], [-0.071, 0.071, -0.070], [0.018, 0.094, 0.004], [0.099, 0.029, 0.059], [0.055, -0.060, 0.045], [0.059, -0.016, 0.032], [0.034, -0.076, 0.058], [-0.009, -0.102, -0.108], [-0.043, 0.131, 0.139], [-0.001, -0.210, -0.146], [-0.090, -0.015, 0.125], [-0.018, 0.109, -0.086], [0.053, 0.042, 0.009], [0.001, 0.027, 0.012], [-0.008, -0.057, 0.035], [0.013, -0.060, 0.007], [0.060, 0.123, 0.000], [-0.019, 0.081, 0.076], [-0.088, 0.130, -0.014]]
}